[1]
109
Properties=species:S:1:pos:R:3:lowdin_charge:R:1 method="wB97M-V/def2-TZVPD" total_charge=0 homo_lumo_gap_ha=0.3602 e_lumo_ev=0.2 homo_ev=-9.59 total_energy_ha=-3060.76555
O -0.024 3.076 1.495 0.01
O -1.485 4.759 -1.402 -0.03
O 1.304 -4.908 1.912 0.06
O 4.459 -7.355 3.366 0.08
O 3.904 -1.434 8.763 0.09
O 4.555 -5.123 3.726 0.15
O 2.799 -0.985 6.858 0.03
O -4.579 -0.676 -6.892 0.14
O 2.509 9.353 -2.122 0.07
O 6.044 -6.131 2.350 0.09
O -4.789 -0.636 -4.639 0.09
O 1.272 1.168 0.976 0.04
O 4.816 -2.008 6.773 0.17
O 0.700 -3.703 3.709 0.08
O -3.223 0.628 -5.634 0.07
O 1.658 2.287 3.026 0.12
O -5.572 -5.540 -9.389 0.08
O -0.834 -4.991 2.655 0.14
O 2.322 7.180 -1.520 0.14
O -6.387 -7.640 -9.165 0.15
O -2.552 2.616 -0.894 0.10
O 0.621 8.625 -1.146 0.08
O -7.106 -5.978 -7.808 0.06
N -0.279 0.632 -0.961 -0.02
C -5.972 -4.286 -8.836 -0.34
C -6.358 -6.496 -8.820 -0.54
C 1.208 4.047 -0.318 -0.14
C -4.229 -0.267 -5.823 -0.53
C 6.351 -7.501 2.100 -0.34
C -0.033 3.097 0.036 -0.20
C -0.881 10.474 -1.570 -0.02
C 2.598 -2.215 3.941 0.00
C -3.972 -0.091 -3.603 -0.34
C 0.530 10.047 -1.223 -0.34
C -0.722 -0.536 -0.147 -0.24
C 1.533 10.375 -2.292 -0.11
C 0.284 -4.574 2.750 -0.55
C 2.171 -1.089 10.414 -0.02
C 1.878 -0.801 7.927 -0.10
C 6.858 -7.687 0.686 -0.02
C 4.979 -6.110 3.198 -0.52
C 2.784 -0.623 9.111 -0.34
C 1.206 5.459 0.435 -0.09
C -4.812 0.302 -2.408 -0.01
C 1.023 2.217 1.961 -0.37
C 2.124 -3.611 3.601 -0.34
C 2.361 -3.987 2.168 -0.11
C 3.926 -1.522 7.403 -0.54
C -4.786 -3.357 -8.698 -0.02
C -3.325 1.078 -4.287 -0.10
C -2.726 5.409 -1.020 -0.09
C -1.584 -0.163 1.144 -0.08
C 1.863 8.280 -1.589 -0.53
C -6.568 -4.692 -7.519 -0.11
C 5.034 -8.176 2.356 -0.11
C 0.550 1.600 -0.198 -0.27
B -1.408 3.465 -0.750 -0.42
H 2.231 3.570 -0.102 0.14
H 2.503 -2.039 5.014 0.06
H 0.157 -1.204 0.130 0.11
H -1.416 -1.155 -0.827 0.12
H -3.233 -0.847 -3.317 0.16
H -1.323 0.832 1.625 0.07
H -2.340 1.305 -3.878 0.14
H -3.938 1.985 -4.269 0.15
H 3.126 0.414 9.200 0.16
H -6.726 -3.845 -9.498 0.16
H -2.903 2.316 -0.032 0.11
H 1.987 -1.454 3.448 0.09
H 1.249 0.073 7.751 0.14
H 2.058 -2.176 10.427 0.09
H -2.711 -0.170 0.979 0.07
H 5.154 -9.200 2.712 0.14
H 1.127 10.301 -3.306 0.14
H 1.157 4.272 -1.438 0.14
H 3.642 -2.067 3.658 0.10
H -5.165 -0.590 -1.883 0.09
H -4.242 0.912 -1.706 0.07
H 1.196 -0.626 10.583 0.09
H 2.266 5.881 0.316 0.08
H 0.827 10.463 -0.255 0.16
H -4.465 -3.006 -9.682 0.09
H 0.513 6.231 -0.033 0.07
H 1.243 -1.692 7.995 0.15
H 6.889 -8.744 0.410 0.09
H -2.702 6.447 -1.509 0.10
H 1.019 5.400 1.554 0.09
H 1.412 1.797 -0.940 0.16
H -5.826 -4.796 -6.721 0.14
H 3.330 -4.458 2.018 0.12
H 2.263 -3.143 1.476 0.14
H 1.977 11.362 -2.155 0.14
H 7.865 -7.275 0.587 0.09
H -7.353 -4.008 -7.190 0.14
H -1.545 10.315 -0.717 0.09
H -1.280 9.875 -2.392 0.09
H -1.371 -0.964 1.941 0.09
H 6.229 -7.150 -0.029 0.09
H 7.110 -7.820 2.821 0.16
H 0.318 0.287 -1.734 0.12
H -3.660 4.891 -1.425 0.10
H -5.030 -2.487 -8.084 0.06
H 2.566 -4.340 4.284 0.14
H -3.930 -3.876 -8.258 0.10
H -5.704 0.853 -2.718 0.10
H -2.840 5.544 0.107 0.11
H 2.824 -0.833 11.253 0.09
H 4.369 -8.175 1.486 0.14
H -0.920 11.530 -1.846 0.09

[2]
137
Properties=species:S:1:pos:R:3:lowdin_charge:R:1 method="wB97M-V/def2-TZVPD" total_charge=-2 homo_lumo_gap_ha=0.1295 e_lumo_ev=3.1 homo_ev=-0.41 total_energy_ha=-4202.02570 e_above_lowest_kj_mol=26.2
Cs -0.783 -0.928 -0.299 0.89
I -1.694 -5.028 -0.566 0.83
I -0.712 -6.267 2.733 0.70
P 2.082 0.243 2.073 1.00
P -1.494 2.332 -0.039 1.02
P 1.622 -1.277 -2.456 0.98
Si 1.691 1.568 -0.392 0.64
F 0.147 0.278 -2.116 -0.88
O -0.807 -0.184 2.486 -0.29
N -2.924 -2.698 1.916 0.10
N -4.379 -1.026 -1.131 0.03
C 3.603 0.102 -3.889 -0.14
C 0.673 -1.442 -4.085 -0.52
C 1.199 5.301 -2.310 -0.11
C -0.363 3.606 -0.740 -0.36
C -6.074 -1.009 -2.635 -0.12
C -0.389 -6.165 0.592 -1.18
C 5.012 1.826 -3.026 -0.11
C 1.055 -2.627 -4.969 -0.12
C 4.178 1.919 -1.918 -0.12
C 3.052 -2.618 -2.490 -0.52
C -3.205 4.132 1.619 -0.12
C -1.465 -2.696 3.837 -0.17
C -4.779 -1.437 -2.362 -0.44
C 3.606 -0.916 4.508 -0.13
C -0.896 3.476 2.391 -0.12
C -6.495 -0.288 -1.482 -0.12
C 2.953 -1.137 1.132 -0.56
C 2.800 0.134 -2.744 -0.34
C 2.468 -3.914 -1.897 -0.17
C 2.482 -2.513 1.602 -0.12
C 0.882 3.138 -1.219 -0.27
C -3.859 -2.238 -3.236 -0.06
C 2.324 -0.341 3.894 -0.53
C -5.336 0.222 0.797 -0.07
C -2.976 2.427 -1.198 -0.51
C 4.049 -3.008 -3.588 -0.13
C -3.461 3.782 -1.714 -0.12
C 4.755 3.385 2.713 -0.12
C 1.607 3.999 -2.061 -0.10
C 3.391 3.822 0.782 -0.11
C -5.421 -0.332 -0.599 -0.44
C 3.198 1.702 1.934 -0.38
C -0.727 4.944 -0.933 -0.12
C -3.747 -3.777 3.880 -0.05
C 3.028 1.125 -1.760 -0.25
C 4.338 4.247 1.704 -0.12
C 0.060 5.798 -1.686 -0.11
C 2.840 2.537 0.843 -0.30
C 1.794 0.799 4.772 -0.15
C 4.180 2.128 2.836 -0.11
C 4.472 -0.995 1.085 -0.10
C 0.561 -0.169 -4.923 -0.12
C -1.566 -1.289 4.449 -0.16
C -2.126 3.052 1.579 -0.55
C -4.083 -2.970 1.308 -0.17
C -1.865 -0.212 3.421 -0.28
C -2.646 1.530 -2.399 -0.14
C -4.945 -4.061 3.245 -0.08
C -5.122 -3.643 1.937 -0.06
C 4.691 0.947 -4.048 -0.11
C -2.757 -3.092 3.180 -0.34
H -0.953 0.553 1.867 -0.05
H 5.885 2.467 -3.106 0.09
H -0.445 -7.205 0.303 -0.06
H 1.645 -3.693 -1.211 0.02
H 2.796 -3.279 0.886 0.06
H 5.518 3.700 3.417 0.08
H -2.822 -0.416 2.927 0.10
H 4.772 5.240 1.627 0.08
H -4.400 -2.658 -4.087 0.06
H -3.421 4.385 2.664 0.07
H -0.609 -1.043 4.920 0.10
H -1.621 5.340 -0.471 0.08
H 2.080 -4.570 -2.683 0.06
H 5.297 0.899 -4.947 0.09
H -2.567 2.172 2.065 0.07
H -0.332 -1.640 -3.697 0.07
H 1.982 -2.431 -5.512 0.06
H 3.653 -2.157 -1.694 0.07
H 4.905 -1.767 0.437 0.07
H 2.483 1.645 4.779 0.06
H -4.182 -2.591 0.292 0.07
H 3.231 -4.478 -1.346 0.06
H -3.410 -3.066 -2.674 0.03
H 1.790 5.941 -2.958 0.09
H 1.389 -2.533 1.671 0.05
H 4.428 2.643 -1.152 0.08
H 4.598 -2.151 -3.971 0.05
H 3.972 -1.789 3.969 0.04
H -4.339 3.612 -2.346 0.08
H -1.949 0.750 3.945 0.11
H -5.848 -0.419 1.525 0.06
H 3.363 -0.599 -4.678 0.08
H -1.696 1.821 -2.855 0.07
H -0.677 -2.693 3.082 0.09
H -7.449 0.198 -1.324 0.06
H -2.887 5.050 1.124 0.05
H -1.144 3.589 3.452 0.07
H -3.037 -1.625 -3.624 0.06
H 3.565 -3.518 -4.423 0.05
H 0.271 -2.802 -5.714 0.07
H 1.569 -1.138 3.925 0.07
H -3.789 1.952 -0.637 0.08
H -5.790 1.216 0.862 0.06
H 4.747 -0.023 0.675 0.07
H -3.570 -4.091 4.903 0.11
H 1.453 0.002 -5.529 0.06
H 4.790 -3.703 -3.170 0.07
H 3.409 -1.231 5.542 0.06
H -4.287 0.292 1.101 0.05
H 4.417 -0.188 4.544 0.05
H 4.924 -1.089 2.076 0.06
H -2.347 -1.270 5.214 0.12
H -4.132 3.782 1.162 0.06
H -1.204 -3.414 4.618 0.09
H 0.613 -5.765 0.518 -0.06
H -0.296 -0.253 -5.602 0.07
H 0.836 1.159 4.387 0.05
H 2.887 -2.781 2.579 0.06
H 2.522 3.640 -2.516 0.09
H 0.407 0.698 -4.283 0.06
H 2.581 -1.002 0.105 0.02
H -6.041 -3.838 1.398 0.10
H 1.178 -3.545 -4.392 0.05
H 4.512 1.486 3.639 0.07
H -3.753 4.466 -0.917 0.04
H -5.726 -4.605 3.765 0.10
H -0.514 4.432 2.025 0.08
H -0.082 2.748 2.304 0.05
H 3.084 4.499 -0.009 0.09
H -6.643 -1.188 -3.539 0.06
H -2.579 0.490 -2.089 0.00
H -0.224 6.838 -1.809 0.09
H 1.653 0.468 5.809 0.07
H -2.699 4.265 -2.326 0.07
H -3.438 1.598 -3.151 0.08

[3]
13
Properties=species:S:1:pos:R:3:lowdin_charge:R:1 method="wB97M-V/def2-TZVPD" total_charge=+1 homo_lumo_gap_ha=0.4708 e_lumo_ev=-3.7 homo_ev=-16.51 total_energy_ha=-231.77827 e_above_lowest_kj_mol=55.9
O -0.420 0.317 -0.325 0.16
O 2.123 1.491 -1.022 -0.02
C -1.579 -1.130 1.267 -0.05
C -0.504 -1.110 0.199 -0.09
H -1.139 -1.009 2.267 0.10
H 0.496 -1.383 0.521 0.14
H -0.784 -1.749 -0.638 0.14
H 1.721 2.341 -1.179 0.05
H -2.306 -0.324 1.141 0.10
H -0.911 0.861 0.315 0.17
H 3.056 1.662 -1.192 0.08
H 0.507 0.572 -0.507 0.12
H -2.059 -2.087 1.440 0.10

[4]
145
Properties=species:S:1:pos:R:3:lowdin_charge:R:1 method="wB97M-V/def2-TZVPD" total_charge=+1 homo_lumo_gap_ha=0.2315 e_lumo_ev=-5.6 homo_ev=-11.85 total_energy_ha=-21671.18662
Cl 8.121 -9.860 -3.885 0.49
Cl 7.578 -3.319 0.107 0.52
Cl -4.956 1.756 3.271 0.57
Cl 0.748 7.625 -5.481 0.52
Cl 0.739 5.938 1.599 0.57
Cl -1.764 3.111 6.725 0.51
Cl -2.103 1.718 2.626 0.54
Cl -6.243 -4.153 0.113 0.58
Cl -4.876 -3.284 -2.315 0.54
Cl 5.470 10.428 -4.904 0.50
Cl 4.344 -3.325 -0.596 0.51
Cl 7.065 -5.968 2.490 0.50
Cl -5.824 6.780 -0.916 0.53
Cl -5.454 -1.697 5.530 0.49
Cl -0.489 -1.505 3.408 0.57
Cl 9.279 -12.514 -4.254 0.51
Cl -7.719 -2.343 3.262 0.48
Cl 2.549 -7.338 -3.158 0.53
Cl 8.226 -4.800 -2.323 0.52
Cl -4.484 -2.776 8.065 0.51
Cl 3.606 -2.320 2.063 0.60
Cl 4.270 6.110 -4.789 0.53
Cl -3.795 5.842 0.963 0.54
Cl 0.519 8.695 -2.774 0.50
Cl -0.636 5.233 4.093 0.52
Cl -6.023 9.475 7.496 0.50
Cl -0.613 5.704 7.443 0.51
Cl 4.069 2.413 -2.121 0.50
Cl -5.109 8.410 10.058 0.50
Cl 6.165 -4.899 5.054 0.52
Cl -1.978 -5.411 -5.969 0.50
Cl -1.581 3.320 -1.178 0.52
Cl 0.233 -5.578 -3.425 0.51
Cl 4.306 1.288 -4.822 0.53
Cl 9.087 -8.120 1.414 0.48
Cl -4.193 5.660 4.389 0.54
Cl 5.776 8.865 -7.351 0.51
Cl -5.613 4.931 6.839 0.58
Cl -4.828 -5.572 -5.316 0.52
Cl 4.066 4.001 -6.800 0.54
Cl 8.162 -10.700 0.410 0.54
Cl 1.220 3.221 -2.005 0.58
Cl -8.849 0.002 1.937 0.51
Cl 1.371 0.100 1.771 0.50
N -2.149 -0.332 -4.771 0.20
N -1.130 -0.971 -2.725 0.08
N -0.263 0.968 -3.992 0.07
C 1.228 -0.385 -2.406 -0.14
C -6.289 -4.122 -1.652 -0.96
C -5.405 -3.109 6.594 -1.02
C -1.174 -0.104 -3.860 -0.20
C 1.637 -6.010 -2.438 -1.04
C -0.958 -3.199 -0.813 -0.19
C 0.212 -1.592 -2.557 -0.28
C -3.789 -0.807 0.323 -0.11
C -7.808 -0.580 3.242 -1.06
C -0.702 5.217 2.330 -1.04
C 8.309 -11.479 -3.200 -1.05
C -6.051 8.092 8.596 -1.05
C -3.818 -2.041 1.298 -0.26
C 1.130 0.584 -3.634 -0.24
C 4.781 2.596 -3.733 -0.99
C 3.575 5.639 -6.346 -1.00
C 1.158 -0.864 3.242 -1.00
C 5.739 -5.195 3.365 -1.02
C -3.373 -4.569 -5.286 -1.06
C 4.572 -2.047 0.603 -0.99
C 8.770 -4.343 -0.707 -0.99
C 1.222 8.925 -4.379 -1.01
C -0.051 4.213 -1.280 -0.95
C 0.350 -2.481 -1.274 -0.14
C -5.651 4.925 5.072 -0.96
C -3.439 2.669 3.285 -1.03
C -1.364 -2.840 0.679 -0.24
C 7.763 -9.289 1.396 -1.03
C 6.542 9.384 -5.845 -1.02
C -1.982 4.606 7.647 -1.02
C -4.905 5.388 -0.338 -1.01
C -2.870 -3.220 0.898 -0.23
H -0.786 4.186 1.993 -0.01
H 0.736 -1.822 -0.463 0.08
H 0.876 9.871 -4.784 0.03
H -4.934 -3.931 6.063 0.03
H -3.086 -0.005 -4.558 0.14
H 3.915 6.336 -7.106 0.01
H -7.185 -3.600 -1.973 0.03
H 1.293 -6.313 -1.453 0.03
H 7.448 9.933 -6.083 0.03
H -8.210 -0.238 4.192 0.03
H -5.627 7.233 8.087 -0.05
H -6.421 -3.377 6.868 0.03
H 4.449 3.539 -4.152 -0.07
H -3.198 2.941 4.309 -0.04
H -0.749 -3.518 1.321 0.10
H 6.878 -8.812 0.984 0.02
H -0.199 5.097 -1.895 0.04
H 2.270 -0.759 -2.258 0.13
H 2.305 8.933 -4.292 0.01
H 8.804 -11.397 -2.236 -0.03
H 7.568 -9.615 2.414 0.03
H -1.090 -1.812 0.974 0.04
H 7.327 -11.924 -3.076 0.03
H -5.723 3.899 4.727 -0.02
H 1.353 -0.235 4.106 0.04
H -0.783 -4.302 -0.829 0.10
H -1.842 -3.012 -1.461 0.08
H -4.795 -0.664 -0.145 0.07
H -3.592 0.101 0.936 0.01
H 1.594 0.028 -4.487 0.11
H 1.793 1.484 -3.495 0.00
H -2.892 -3.941 1.756 0.11
H 1.877 -1.683 3.224 -0.08
H -6.517 5.489 4.737 0.04
H -6.808 -0.183 3.098 -0.05
H 0.251 4.508 -0.277 -0.06
H -4.850 -2.469 1.326 0.02
H -5.597 4.640 0.037 0.03
H -3.327 -3.763 0.039 0.06
H 8.918 -5.243 -0.116 0.00
H -2.884 5.102 7.301 -0.04
H -2.077 4.356 8.700 0.03
H -1.951 -0.829 -5.632 0.14
H -0.552 1.674 -3.289 0.09
H -3.559 -3.670 -5.868 0.02
H -6.304 -5.143 -2.023 0.03
H 0.944 0.136 -1.455 0.10
H 6.784 8.506 -5.254 0.02
H 9.704 -3.795 -0.790 0.03
H -1.437 -0.505 -1.865 0.13
H -3.058 -0.894 -0.512 0.04
H 5.511 -4.247 2.890 -0.03
H -1.569 5.781 2.011 -0.06
H -3.151 -4.304 -4.256 -0.03
H 4.870 -5.845 3.331 0.03
H 1.089 -3.274 -1.488 0.08
H 4.282 -1.094 0.168 0.03
H 5.863 2.593 -3.642 0.04
H -3.595 -1.711 2.344 0.09
H -3.561 3.565 2.684 -0.04
H 5.619 -2.022 0.880 -0.04
H 2.494 5.672 -6.270 -0.02
H -7.079 7.887 8.878 0.03
H -4.329 4.980 -1.164 0.00
H 0.557 -2.150 -3.460 0.15
H 2.287 -5.143 -2.353 0.00